Here is one molecule with the formula C3H7NOS at a distorted geometry from the Open Molecules 2025 dataset. Energies are from ωB97M-V/def2-TZVPD.

Each line ends with the Mulliken charge.
Atoms and positions in Å:
O -2.151 -1.303 -0.393  -0.467
C -1.626 -0.239 -0.222  -0.094
C -0.128 -0.181 0.182  0.269
C 0.731 0.884 -0.481  -0.658
S 0.853 2.324 0.587  -0.217
N 0.510 -1.491 0.088  -0.603
H -2.063 0.702 -0.538  0.372
H -0.184 -0.158 1.323  0.180
H 1.805 0.529 -0.709  0.324
H 0.478 1.269 -1.472  0.365
H 1.072 1.760 1.764  0.118
H 0.715 -1.949 -0.780  0.199
H -0.010 -2.147 0.652  0.212

Atoms 1-2, force components in eV/Å:
-0.67 0.08 0.34
1.87 -0.39 -1.24

Structure (SMILES): N[C@H](C=O)CS


Here is one molecule with the formula C3H7NOS at a distorted geometry from the Open Molecules 2025 dataset. Energies are from ωB97M-V/def2-TZVPD.

Each line ends with the Mulliken charge.
Atoms and positions in Å:
C -1.130 1.115 -1.104  -0.497
C -0.169 -0.737 1.370  -0.837
C 1.613 -0.564 -0.323  -0.106
H -2.013 0.614 -0.716  0.234
H -0.878 0.784 -2.135  0.241
H -1.357 2.164 -1.136  0.272
H -1.226 -0.499 1.336  0.255
H -0.017 -1.832 1.430  0.357
H 0.332 -0.193 2.153  0.314
H 2.034 0.228 -0.955  0.318
N 0.354 -0.276 0.042  -0.003
O -0.038 1.038 -0.168  -0.223
S 2.494 -1.842 0.207  -0.324

Atoms 1-2, force components in eV/Å:
0.39 0.00 -0.12
-0.09 -0.78 -1.78

Structure (SMILES): CON(C)C=S


Here is one molecule with the formula C3H7NOS at a distorted geometry from the Open Molecules 2025 dataset. Energies are from ωB97M-V/def2-TZVPD.

Each line ends with the Mulliken charge.
Atoms and positions in Å:
C 0.322 0.580 1.791  -1.149
C -0.301 -0.309 0.720  0.280
C -0.342 0.312 -0.680  -0.021
H -0.291 1.429 1.941  0.363
H 0.274 0.059 2.821  0.287
H 1.447 0.756 1.679  0.285
H -1.380 -0.513 1.021  0.155
H 0.500 -1.675 -0.264  0.389
H -0.913 1.235 -0.697  0.396
H 0.367 -0.468 -4.078  0.161
N 0.063 -0.322 -1.716  -0.424
O 0.282 -1.594 0.668  -0.572
S -0.028 0.510 -3.207  -0.147

Atoms 1-2, force components in eV/Å:
1.67 -1.93 1.70
-0.94 -0.93 0.02

Structure (SMILES): C[C@H](O)/C=N/S


Here is one molecule with the formula C3H7NOS at a distorted geometry from the Open Molecules 2025 dataset. Energies are from ωB97M-V/def2-TZVPD.

Each line ends with the Mulliken charge.
Atoms and positions in Å:
C -1.501 1.004 0.014  0.081
C 1.620 -0.386 -0.567  -1.243
C 0.684 0.143 0.516  -0.338
N -0.688 -0.049 0.149  0.038
O -1.039 2.111 -0.027  -0.545
S -1.424 -1.550 -0.097  -0.152
H -2.551 0.849 -0.111  0.332
H 1.825 0.506 -1.162  0.272
H 2.520 -0.741 -0.254  0.409
H 1.152 -1.112 -1.089  0.387
H 1.001 -0.519 1.314  0.259
H 0.895 1.133 0.658  0.373
H -2.493 -1.389 0.655  0.127

Atoms 1-2, force components in eV/Å:
1.16 1.43 -0.61
-0.96 4.28 -0.24

Structure (SMILES): CCN(S)C=O


Here is one molecule with the formula C3H7NOS at a distorted geometry from the Open Molecules 2025 dataset. Energies are from ωB97M-V/def2-TZVPD.

Each line ends with the Mulliken charge.
Atoms and positions in Å:
C -1.234 -0.355 -0.065  0.417
C -2.467 -0.377 -0.886  -0.788
C 0.135 -0.123 0.167  -0.744
N 2.493 1.095 0.858  -0.591
O 2.650 -1.174 -0.394  -0.501
S 2.039 0.102 -0.573  0.471
H -1.596 -0.666 0.983  0.165
H -2.852 -1.419 -0.764  0.250
H -2.424 -0.037 -1.926  0.326
H -3.145 0.347 -0.311  0.232
H 0.507 -0.215 1.222  0.234
H 2.551 2.046 0.542  0.261
H 3.341 0.775 1.148  0.268

Atoms 1-2, force components in eV/Å:
3.46 -0.11 3.69
-0.51 0.77 0.17


Here is one molecule with the formula C3H7NOS at a distorted geometry from the Open Molecules 2025 dataset. Energies are from ωB97M-V/def2-TZVPD.

Each line ends with the Löwdin spin population.
Atoms and positions in Å:
C -2.219 -0.215 -0.226  0.841
C -1.078 0.083 0.345  0.799
C 0.322 -0.195 -0.263  0.072
N 2.345 0.652 -0.173  0.003
O 1.129 0.660 0.370  0.011
S 0.789 -1.924 0.132  0.114
H -3.169 0.004 0.203  0.053
H -2.274 -0.857 -1.145  0.044
H -1.174 0.822 1.159  0.033
H 0.244 -0.268 -1.407  0.019
H 2.156 0.485 -1.214  0.001
H 2.873 -0.148 0.267  0.002
H -0.108 -1.812 1.017  0.009

Atoms 1-2, force components in eV/Å:
-8.75 -3.95 -6.56
9.82 2.62 4.40

2S+1: 3


Here is one molecule with the formula C3H7NOS2 at a distorted geometry from the Open Molecules 2025 dataset. Energies are from ωB97M-V/def2-TZVPD.

Each line ends with the Mulliken charge.
Atoms and positions in Å:
N -1.243 -0.050 -1.385  -0.685
C -0.740 0.341 -0.047  0.240
C -1.740 -0.201 0.957  -0.242
O -1.703 -1.292 1.451  -0.443
C 0.676 -0.210 0.174  -0.803
S 1.968 1.096 0.181  -0.102
S 3.534 -0.047 -0.612  -0.193
H -2.047 0.512 -1.638  0.259
H -1.610 -0.998 -1.356  0.269
H -0.666 1.426 0.060  0.412
H -2.519 0.524 1.262  0.355
H 0.691 -0.577 1.199  0.331
H 0.981 -0.992 -0.499  0.444
H 4.417 0.467 0.255  0.159

Atoms 1-2, force components in eV/Å:
-0.24 0.49 0.13
0.55 -0.68 -0.66

Structure (SMILES): N[C@@H](C=O)CSS


Here is one molecule with the formula C3H7NOS2 from the Open Molecules 2025 dataset. Energies are from ωB97M-V/def2-TZVPD.

Each line ends with the Mulliken charge.
Atoms and positions in Å:
C 3.205 -0.815 -0.503  -0.640
C 1.612 0.183 0.906  -0.392
C -1.873 0.332 0.207  -0.038
H 3.500 -1.806 -0.822  0.240
H 4.065 -0.327 0.031  0.274
H 2.913 -0.227 -1.376  0.314
H 2.404 0.864 1.268  0.315
H 0.975 -0.062 1.738  0.303
H -0.640 -0.573 -1.124  0.259
H -1.860 1.169 0.940  0.274
N -0.704 0.184 -0.459  -0.209
O 2.099 -0.997 0.378  -0.331
S 0.643 1.198 -0.253  -0.048
S -3.199 -0.607 -0.006  -0.324

Atoms 1-2, force components in eV/Å:
0.31 0.28 0.54
0.16 0.59 -0.02

Structure (SMILES): COCSNC=S


How do the records compare in energy above the lowest of the compared OMol25 structures with the same formula, charge and spin? In the order shown, they have 178.6; 284.1; 187.0; 190.1; 415.4; 440.6; 150.7; 167.2 kJ/mol.
How do the records compare in energy? In the order shown, they have -646.64395; -646.60377; -646.64075; -646.63958; -646.55375; -646.38874; -1044.84496; -1044.83871 a.u..